Record 1
{
  "formula": "C5H5Cl2N",
  "method": "the ωB97M-V functional and the def2-TZVPD basis",
  "elements": ["C", "C", "C", "C", "N", "C", "Cl", "Cl", "H", "H", "H", "H", "H"],
  "xyz": [[0.986, -1.193, -1.669], [0.661, -0.338, -0.546], [-0.293, -0.638, 0.281], [-0.733, 0.274, 1.285], [-1.239, 0.500, 2.428], [-1.047, 1.704, 1.572], [0.360, 2.656, 1.918], [-2.429, 2.410, 0.808], [0.575, -2.230, -1.481], [2.053, -1.162, -1.750], [0.644, -0.964, -2.591], [1.203, 0.546, -0.447], [-0.740, -1.563, 0.193]],
  "atomic_forces_ev_per_a": [[1.080, -2.963, 2.411], [-0.348, 0.163, -1.191], [-0.341, 0.835, 1.433], [-1.049, 2.455, 1.125], [-0.059, -0.178, -0.422], [1.095, -3.254, -0.584], [-0.042, 0.955, 0.147], [-0.057, 0.535, 0.145], [0.848, 0.892, -0.171], [0.818, -0.700, -0.240], [-1.447, 1.499, -2.874], [0.707, 1.616, 0.172], [-1.205, -1.853, 0.049]],
  "nbo_charge": [-0.645, -0.049, -0.307, 0.253, -0.297, -0.081, 0.006, 0.025, 0.211, 0.222, 0.233, 0.206, 0.222],
  "homo_energy_ev": -9.330,
  "max_force_ev_per_a": 4.0,
  "gap_ev": 9.565,
  "lumo_ha": 0.0087,
  "smiles": "C/C=C/C1=NC1(Cl)Cl"
}


Record 2
{
  "formula": "C41H43As2N4O8Os",
  "method": "the ωB97M-V functional and the def2-TZVPD basis",
  "elements": ["Os", "C", "C", "C", "C", "C", "C", "N", "C", "C", "C", "C", "C", "C", "N", "N", "C", "C", "C", "C", "C", "N", "H", "H", "H", "H", "H", "H", "H", "H", "H", "H", "H", "H", "H", "C", "O", "C", "O", "C", "C", "As", "C", "C", "C", "As", "C", "C", "O", "O", "C", "C", "O", "O", "C", "C", "O", "O", "C", "H", "H", "H", "H", "H", "H", "H", "H", "H", "H", "H", "H", "H", "H", "H", "H", "H", "H", "C", "C", "C", "C", "C", "C", "C", "C", "C", "C", "H", "H", "H", "H", "H", "H", "H", "H", "H", "H", "H", "H"],
  "xyz": [[0.447, -0.011, 0.930], [5.171, 1.197, -2.133], [5.211, 0.960, -0.768], [4.049, 0.985, -0.021], [2.833, 1.258, -0.640], [2.792, 1.491, -2.015], [3.960, 1.465, -2.753], [1.653, 1.370, 0.116], [1.232, 2.644, 0.360], [1.865, 3.804, -0.102], [1.312, 5.043, 0.151], [0.130, 5.162, 0.874], [-0.485, 4.041, 1.408], [0.071, 2.785, 1.179], [-0.399, 1.597, 1.670], [-1.505, 1.500, 2.358], [-1.883, 0.251, 2.605], [-2.979, -0.042, 3.451], [-3.252, -1.341, 3.774], [-2.462, -2.365, 3.220], [-1.453, -2.031, 2.350], [-1.142, -0.768, 2.033], [6.081, 1.185, -2.712], [6.155, 0.788, -0.276], [4.068, 0.816, 1.046], [1.839, 1.716, -2.477], [3.923, 1.658, -3.815], [2.785, 3.729, -0.658], [1.811, 5.925, -0.219], [-0.296, 6.138, 1.042], [-1.375, 4.114, 2.014], [-3.563, 0.782, 3.828], [-4.070, -1.588, 4.433], [-2.673, -3.400, 3.429], [-0.849, -2.793, 1.873], [-4.843, -1.683, 0.850], [-3.639, -1.157, 0.317], [-2.864, -2.069, -0.327], [-3.137, -3.255, -0.379], [-1.732, -1.487, -0.975], [-0.964, -2.184, -1.902], [-1.774, -2.483, -3.677], [-3.705, -2.335, -3.303], [-1.458, -0.555, -4.040], [-1.384, 0.452, -3.161], [-1.339, 0.424, -1.184], [-3.020, 1.400, -0.887], [-1.192, 1.882, -3.472], [-0.604, 2.589, -2.669], [-1.740, 2.319, -4.586], [-1.541, 3.695, -4.901], [-1.478, -0.454, -5.518], [-2.206, -1.203, -6.135], [-0.644, 0.408, -6.064], [-0.625, 0.434, -7.491], [0.446, -2.168, -2.060], [1.009, -2.517, -3.086], [1.181, -1.716, -0.980], [2.587, -1.853, -1.207], [-5.371, -0.844, 1.294], [-4.624, -2.442, 1.602], [-5.441, -2.145, 0.058], [-4.001, -3.199, -2.709], [-4.246, -2.361, -4.247], [-3.957, -1.418, -2.771], [-3.828, 0.982, -1.488], [-2.850, 2.443, -1.163], [-3.286, 1.352, 0.169], [-2.084, 3.871, -5.826], [-0.477, 3.898, -5.035], [-1.922, 4.330, -4.098], [-0.003, 1.280, -7.771], [-1.636, 0.549, -7.884], [-0.205, -0.500, -7.871], [3.093, -1.463, -0.328], [2.885, -1.289, -2.091], [2.832, -2.904, -1.371], [2.601, 0.635, 3.713], [2.455, -0.827, 3.278], [3.848, -1.480, 3.223], [1.739, -0.949, 1.997], [1.556, -1.652, 4.227], [1.382, -3.018, 4.012], [0.658, -3.792, 4.901], [0.092, -3.220, 6.026], [0.242, -1.862, 6.237], [0.950, -1.081, 5.339], [3.326, 1.133, 3.072], [2.964, 0.706, 4.736], [1.652, 1.159, 3.616], [4.445, -1.036, 2.430], [3.782, -2.548, 3.041], [4.361, -1.324, 4.167], [1.938, -1.920, 1.508], [1.831, -3.517, 3.167], [0.547, -4.850, 4.725], [-0.458, -3.821, 6.733], [-0.179, -1.397, 7.116], [1.053, -0.030, 5.544]],
  "atomic_forces_ev_per_a": [[0.755, -1.179, -0.090], [0.027, 0.004, -0.057], [0.100, 0.005, -0.012], [-0.389, 0.104, -0.098], [0.403, -0.096, -0.692], [-0.025, -0.123, 0.305], [0.017, -0.074, -0.092], [0.033, 1.757, 0.038], [0.048, -1.201, 0.323], [0.050, 0.971, -0.101], [0.624, -0.888, -0.345], [-1.044, -0.407, 0.763], [0.053, 0.917, -0.083], [0.472, 0.073, -0.186], [0.172, -1.507, 0.029], [0.313, 2.297, -0.376], [0.288, -2.277, 0.203], [0.537, 0.492, -0.427], [0.389, -0.557, -0.294], [-0.360, 0.311, 0.159], [0.060, -0.230, -0.055], [-1.227, 0.433, 0.735], [0.109, -0.004, -0.051], [0.148, -0.091, 0.032], [0.019, 0.009, 0.103], [-0.055, 0.041, -0.013], [0.037, 0.005, -0.109], [0.047, -0.006, -0.060], [0.037, 0.102, -0.039], [-0.082, 0.078, 0.066], [-0.091, 0.067, 0.032], [0.013, 0.107, 0.096], [-0.065, 0.019, 0.065], [0.083, -0.107, 0.050], [-0.029, -0.018, 0.017], [-0.490, -0.370, 0.144], [0.781, -0.323, -0.514], [-2.599, -1.127, -0.349], [0.348, 0.814, 0.371], [2.200, 0.779, -1.523], [-2.355, -0.027, 1.557], [-0.540, -1.542, -0.352], [0.085, 0.092, 0.194], [-0.042, 0.669, 1.081], [0.203, -0.627, -0.352], [0.196, -0.473, 1.062], [0.036, -0.032, 0.192], [0.325, 0.898, 0.179], [-0.192, -0.140, -0.368], [-0.270, -0.407, 0.081], [0.155, 0.508, 0.022], [-0.345, -0.162, -0.565], [0.124, 0.272, 0.078], [0.284, -0.015, 0.361], [-0.111, -0.109, -0.484], [2.034, 1.290, -1.220], [-0.405, 0.143, 1.054], [-0.645, -0.312, 0.170], [0.735, -0.165, -0.191], [0.011, -0.018, 0.000], [-0.072, 0.064, -0.059], [0.061, 0.109, 0.095], [0.054, 0.020, 0.003], [0.193, 0.058, -0.096], [-0.070, 0.010, 0.028], [0.134, -0.043, 0.045], [0.125, -0.124, -0.016], [0.080, -0.003, -0.099], [0.024, -0.025, 0.082], [-0.083, -0.020, -0.002], [0.016, -0.078, -0.105], [-0.013, -0.074, 0.049], [0.107, 0.022, 0.056], [-0.020, 0.107, 0.013], [-0.080, -0.071, -0.067], [-0.019, -0.014, 0.160], [-0.027, 0.076, 0.083], [-0.138, -0.207, -0.159], [0.203, 0.129, 0.697], [-0.191, 0.078, -0.124], [-1.342, 1.063, -0.927], [0.146, 0.142, 0.039], [-0.025, -0.088, 0.044], [-0.065, -0.073, 0.011], [-0.068, 0.051, 0.008], [-0.097, 0.090, 0.065], [0.017, -0.028, -0.065], [0.003, 0.056, -0.065], [-0.004, -0.004, 0.052], [-0.035, 0.103, 0.096], [0.115, 0.082, -0.095], [0.036, -0.120, -0.042], [0.052, -0.006, 0.107], [-0.039, 0.097, -0.206], [0.121, 0.021, -0.156], [0.009, -0.148, -0.056], [-0.039, -0.093, 0.068], [-0.086, 0.023, 0.087], [0.029, 0.176, -0.015]],
  "lowdin_charge": [1.292, -0.074, -0.065, -0.033, -0.333, -0.037, -0.068, -0.121, -0.234, 0.002, -0.052, -0.076, -0.004, -0.233, -0.147, 0.089, -0.329, 0.010, -0.052, -0.050, -0.138, -0.065, 0.106, 0.108, 0.091, 0.108, 0.109, 0.115, 0.113, 0.105, 0.111, 0.120, 0.121, 0.119, 0.128, -0.033, -0.099, -0.563, 0.117, -0.295, -0.311, 1.379, -0.262, -0.221, -0.216, 1.340, -0.208, -0.554, 0.048, -0.013, -0.008, -0.553, 0.080, -0.020, -0.013, -0.547, 0.072, -0.148, -0.042, 0.103, 0.088, 0.107, 0.028, 0.035, 0.027, 0.045, 0.042, 0.022, 0.103, 0.107, 0.103, 0.099, 0.104, 0.107, 0.069, 0.100, 0.114, -0.040, -0.551, -0.013, -0.118, -0.177, -0.055, -0.073, -0.078, -0.065, -0.021, 0.076, 0.094, 0.075, 0.077, 0.080, 0.101, 0.076, 0.110, 0.109, 0.107, 0.109, 0.106],
  "homo_energy_ev": [-9.505, -9.516],
  "max_force_ev_per_a": 2.9,
  "gap_ev": [5.011, 5.024],
  "charge": 1,
  "lumo_ha": [-0.1652, -0.1651]
}


Record 3
{
  "formula": "C19H24FN3O4S",
  "method": "the ωB97M-V functional and the def2-TZVPD basis",
  "elements": ["C", "C", "C", "C", "F", "C", "C", "C", "N", "S", "O", "O", "C", "C", "C", "O", "N", "C", "C", "O", "C", "C", "C", "C", "N", "C", "C", "C", "H", "H", "H", "H", "H", "H", "H", "H", "H", "H", "H", "H", "H", "H", "H", "H", "H", "H", "H", "H", "H", "H", "H", "H"],
  "xyz": [[-3.107, -0.072, 2.480], [-3.808, 0.112, 1.168], [-5.165, -0.146, 1.060], [-5.813, 0.034, -0.147], [-7.141, -0.228, -0.223], [-5.143, 0.475, -1.270], [-3.788, 0.736, -1.171], [-3.113, 0.560, 0.032], [-1.752, 0.867, 0.129], [-0.729, 0.773, -1.196], [-1.115, 1.738, -2.184], [-0.595, -0.593, -1.630], [0.793, 1.252, -0.453], [1.518, 0.365, 0.382], [0.939, -0.929, 0.815], [-0.052, -0.935, 1.541], [1.545, -2.056, 0.409], [2.543, -2.118, -0.635], [1.894, -2.676, -1.912], [1.317, -3.937, -1.665], [0.306, -3.831, -0.686], [0.898, -3.335, 0.638], [2.671, 1.015, 0.747], [3.777, 0.565, 1.633], [2.667, 2.250, 0.148], [3.714, 3.222, 0.309], [1.531, 2.404, -0.592], [1.206, 3.617, -1.380], [-2.727, 0.882, 2.844], [-2.260, -0.750, 2.380], [-3.791, -0.478, 3.221], [-5.726, -0.491, 1.915], [-5.670, 0.607, -2.201], [-3.240, 1.081, -2.031], [-1.298, 0.397, 0.911], [2.950, -1.126, -0.823], [3.343, -2.791, -0.304], [2.643, -2.825, -2.692], [1.125, -1.969, -2.253], [-0.122, -4.827, -0.572], [-0.465, -3.122, -1.019], [0.117, -3.197, 1.386], [1.648, -4.045, 1.004], [3.905, 1.247, 2.473], [4.722, 0.517, 1.090], [3.547, -0.422, 2.022], [3.804, 3.515, 1.357], [4.670, 2.810, -0.020], [3.487, 4.104, -0.283], [1.082, 4.486, -0.733], [0.274, 3.434, -1.908], [1.986, 3.835, -2.110]],
  "atomic_forces_ev_per_a": [[0.023, -0.017, -0.088], [0.193, 0.074, -0.172], [-0.174, 0.037, -0.279], [0.084, 0.040, -0.025], [0.129, 0.026, 0.003], [-0.205, -0.117, 0.189], [-0.067, -0.056, 0.124], [-0.902, -0.138, -0.408], [0.953, 0.329, -0.187], [0.333, 0.175, 0.409], [-0.140, 0.156, 0.090], [-0.060, 0.063, 0.151], [-0.360, -0.237, -0.107], [0.228, 0.335, 0.090], [0.519, -0.111, 0.366], [-0.235, -0.004, 0.117], [0.013, -0.051, 0.110], [0.099, -0.125, -0.580], [0.262, 0.297, 0.067], [0.058, -0.202, -0.098], [-0.069, 0.030, 0.350], [-0.360, -0.295, -0.028], [-0.348, -0.658, 0.112], [-0.051, 0.124, -0.099], [-0.452, -0.231, -0.183], [0.315, 0.212, 0.081], [-0.450, 0.147, -0.240], [0.058, 0.065, 0.000], [0.080, 0.063, 0.102], [0.052, -0.039, 0.091], [-0.004, 0.001, 0.061], [-0.053, -0.034, 0.090], [-0.073, 0.005, -0.092], [-0.090, 0.054, -0.124], [0.263, -0.033, 0.056], [0.025, -0.083, 0.014], [-0.008, 0.090, -0.058], [-0.012, 0.078, 0.040], [0.177, -0.103, -0.019], [-0.032, 0.085, 0.045], [0.015, -0.115, 0.055], [0.105, -0.075, -0.049], [-0.074, 0.019, -0.016], [0.061, -0.018, 0.102], [0.103, -0.050, 0.024], [0.026, -0.069, 0.047], [-0.004, 0.031, -0.064], [-0.036, 0.063, -0.008], [0.013, -0.024, 0.018], [-0.003, 0.088, 0.000], [0.055, 0.134, -0.019], [0.017, 0.064, -0.063]],
  "nbo_charge": [-0.647, -0.046, -0.263, 0.373, -0.332, -0.262, -0.255, 0.209, -0.887, 2.339, -0.946, -0.956, -0.432, -0.184, 0.701, -0.673, -0.414, -0.246, -0.093, -0.523, -0.086, -0.256, 0.175, -0.650, -0.319, -0.407, 0.228, -0.668, 0.220, 0.243, 0.220, 0.222, 0.227, 0.242, 0.446, 0.225, 0.198, 0.192, 0.204, 0.196, 0.193, 0.246, 0.198, 0.224, 0.220, 0.240, 0.211, 0.210, 0.226, 0.222, 0.276, 0.220],
  "homo_energy_ev": -7.993,
  "max_force_ev_per_a": 1.0,
  "gap_ev": 8.361,
  "lumo_ha": 0.0135,
  "smiles": "Cc1cc(F)ccc1NS(=O)(=O)c1c(C(=O)N2CCOCC2)c(C)n(C)c1C"
}